[1]
The following is a quantum chemistry calculation of C47H37N8O2SV as an isolated structure, from OMol25.

The geometry in XYZ format:
```
96
C47H37N8O2SV, DFT ωB97M-V/def2-TZVPD
V -0.0747 0.0049 0.7212
C 3.9373 3.8734 0.5598
C 3.7584 2.6568 -0.3031
C 3.9609 2.7165 -1.6817
C 3.8244 1.5675 -2.4362
C 3.4867 0.3814 -1.8008
C 3.2732 0.4230 -0.4318
N 3.4087 1.5248 0.3075
C 3.0088 -0.8290 0.3323
C 3.9599 -1.8351 0.2292
C 3.8422 -2.9686 1.0059
C 2.7956 -3.0438 1.9016
C 1.8697 -2.0144 1.9402
N 1.9397 -0.9380 1.1398
C 0.7423 -2.0455 2.8995
C 0.8034 -2.8380 4.0365
C -0.2431 -2.7956 4.9361
C -1.3016 -1.9494 4.6766
C -1.3038 -1.1669 3.5273
C -2.4508 -0.2333 3.2978
N -0.2924 -1.2309 2.6394
H 4.9957 4.1261 0.6470
H 3.5493 3.6826 1.5592
H 3.4290 4.7381 0.1294
H 4.2301 3.6575 -2.1442
H 3.9756 1.5896 -3.5077
H 3.3541 -0.5427 -2.3477
H 4.7880 -1.7021 -0.4518
H 4.5625 -3.7717 0.9285
H 2.6761 -3.9136 2.5283
H 1.6683 -3.4518 4.2325
H -0.2229 -3.3983 5.8341
H -2.1304 -1.8708 5.3656
H -3.1131 -0.2443 4.1607
H -3.0290 -0.5284 2.4236
H -2.0855 0.7795 3.1412
C -2.9286 -3.5872 0.1144
C -4.0385 -2.9989 -0.4605
C -4.0711 -1.6190 -0.5861
C -2.9795 -0.8815 -0.1624
N -1.8755 -1.4557 0.3493
C -1.8729 -2.7787 0.5062
C -2.9804 0.5942 -0.0874
C -4.0280 1.4292 -0.4394
C -3.9272 2.7769 -0.1266
C -2.8132 3.2535 0.5477
C -1.7985 2.3624 0.8531
N -1.8881 1.0812 0.5018
C -0.4791 2.6730 1.4999
C -0.4538 3.8515 2.4093
C 0.4646 3.8913 3.3834
C 1.3140 2.7532 3.6282
C 1.0144 1.5851 3.0128
N 0.0209 1.4401 2.0897
H -2.8636 -4.6563 0.2570
H -4.8753 -3.5988 -0.7922
H -4.9402 -1.1246 -0.9953
H -0.9842 -3.2079 0.9413
H -4.9108 1.0434 -0.9271
H -4.7313 3.4519 -0.3874
H -2.7395 4.2940 0.8265
H -1.1282 4.6785 2.2344
H 0.5428 4.7619 4.0222
H 2.0954 2.7896 4.3720
H 1.5496 0.6787 3.2672
O 1.7785 -2.3598 -2.5912
S 0.6605 -2.2912 -1.6870
O 0.7682 -3.0317 -0.4526
N 0.2984 -0.7639 -1.2956
C 0.4089 0.2167 -2.2690
C 0.4907 0.0749 -3.6605
C 0.5468 1.1994 -4.4618
C 0.5146 2.4862 -3.9249
C 0.4688 2.6594 -2.5561
C 0.4035 3.9587 -1.9076
C 0.4259 4.0447 -0.5778
C 0.5624 2.8452 0.2799
N 0.4858 1.5689 -0.3711
C 0.4522 1.5152 -1.7262
C -0.7401 -2.9693 -2.5447
C -1.7790 -2.1880 -3.0207
C -2.8240 -2.7926 -3.7088
C -2.8281 -4.1639 -3.9057
C -1.7826 -4.9417 -3.4188
C -0.7332 -4.3473 -2.7407
H 0.5202 -0.9035 -4.1154
H 0.6028 1.0720 -5.5351
H 0.5228 3.3517 -4.5756
H 0.3429 4.8448 -2.5279
H 0.3998 5.0030 -0.0725
H 1.4923 2.9090 0.8579
H -1.7754 -1.1178 -2.8627
H -3.6345 -2.1859 -4.0924
H -3.6417 -4.6308 -4.4453
H -1.7830 -6.0121 -3.5766
H 0.0885 -4.9409 -2.3613
```

Results
Energy above the lowest of the compared OMol25 structures with the same formula, charge and spin = 0.002 eV
Gap between HOMO and LUMO (alpha / beta) = 6.001 / 5.951 eV
<S²> = 0.7962
Spin multiplicity = 2
E_LUMO (alpha / beta) = -3.4 / -3.5 eV
Total charge = +1

Mulliken atomic charge list, values in e, 6 entries: number 1, V, carries -0.401; number 2, C, carries -1.425; number 3, C, carries 0.777; number 4, C, carries -0.777; number 5, C, carries -0.808; number 6, C, carries -0.129

[2]
The following is a quantum chemistry calculation of one molecule with the formula HN3O2, from OMol25.

The geometry in XYZ format:
```
6
HN3O2, DFT ωB97M-V/def2-TZVPD
H -0.5513 0.0675 -0.1945
N 0.1490 -0.0338 0.4416
N 1.2631 -0.1223 -0.1016
N 2.5190 -0.1138 0.0348
O 2.7639 1.1993 -0.0033
O 3.2650 -1.0421 -0.0417
```

Results
Energy above the lowest of the compared OMol25 structures with the same formula, charge and spin = 5.360 eV
Gap between HOMO and LUMO = 9.529 eV
E_LUMO = -1.0 eV
SMILES string = [H]/N=N/[N+](=O)[O-]

Need the Mulliken charges? In units of e they are: number 1, H, carries 0.264; number 2, N, carries -0.328; number 3, N, carries 0.101; number 4, N, carries 0.978; number 5, O, carries -0.518; number 6, O, carries -0.498

[3]
The following is a quantum chemistry calculation of an isolated ion of composition C4H3O4 and charge -1, from OMol25.

The geometry in XYZ format:
```
11
C4H3O4, DFT ωB97M-V/def2-TZVPD
O -3.2722 0.7199 0.5445
C -2.5788 -0.0223 -0.1536
O -2.8928 -0.9674 -0.8248
C -0.9770 0.4656 -0.0934
O -0.0876 -0.3325 0.6713
C 1.1524 -0.5088 0.1988
C 2.3354 -0.3244 0.2190
O 3.5924 -0.6804 -0.1456
H -0.7098 0.6119 -1.1469
H -0.9331 1.4372 0.4309
H 4.3710 -0.3988 0.2998
```

Results
Energy above the lowest of the compared OMol25 structures with the same formula, charge and spin = 3.866 eV
Gap between HOMO and LUMO = 6.825 eV
E_LUMO = 2.8 eV
SMILES string = O=C([O-])COC#CO
Total charge = -1

Mulliken atomic charge list, values in e, 6 entries: number 1, O, carries -0.714; number 2, C, carries 0.483; number 3, O, carries -0.671; number 4, C, carries -0.409; number 5, O, carries -0.304; number 6, C, carries 0.105

[4]
The following is a quantum chemistry calculation of C29H25Cl5GeMnN5O3S as an isolated structure, from OMol25.

The geometry in XYZ format:
```
70
C29H25Cl5GeMnN5O3S, DFT ωB97M-V/def2-TZVPD
Mn -0.0028 0.1082 -0.2132
N 5.3721 -4.6625 -1.1904
C 4.0106 -4.4051 -1.3242
C 3.0825 -5.0586 -0.5146
C 1.7325 -4.7921 -0.6390
C 1.2913 -3.8792 -1.5898
C 2.2045 -3.2578 -2.4359
C 3.5510 -3.5232 -2.3051
S -0.4253 -3.4568 -1.6321
O -1.0012 -4.0384 -0.4140
O -1.0509 -3.9051 -2.8391
N -0.5234 -1.8390 -1.4456
C -0.4143 -1.0045 -2.4977
N -0.4625 0.3096 -2.1194
C -0.4884 1.2400 -3.0625
C -0.4535 0.9194 -4.3968
C -0.2974 -0.4329 -4.6938
N -0.2593 -1.3826 -3.7788
H 5.6490 -5.0379 -0.2990
H 5.9802 -3.9274 -1.5092
H 3.4214 -5.7644 0.2357
H 1.0204 -5.3089 -0.0081
H 1.8531 -2.5780 -3.1981
H 4.2652 -3.0215 -2.9492
H -0.5236 2.2682 -2.7243
H -0.4953 1.6813 -5.1595
H -0.1728 -0.7664 -5.7203
Cl 0.6241 -0.9259 4.5028
C -0.4825 0.2216 3.8211
C -1.3202 0.9656 4.6522
C -2.1867 1.8686 4.0783
Cl -3.2074 2.8179 5.1371
C -2.2670 2.0550 2.6957
C -3.1216 3.0165 2.0127
C -3.1313 3.0894 0.6838
C -2.3134 2.1923 -0.2252
N -1.3834 1.3290 0.5140
C -1.4308 1.2838 1.8846
C -0.5236 0.3753 2.4492
O 0.2478 -0.2911 1.5781
H -1.2871 0.8223 5.7230
H -3.7527 3.6687 2.6031
H -3.7738 3.7943 0.1673
H -1.7160 2.8588 -0.8677
C -3.9956 -0.8302 -1.7950
C -4.2211 0.3432 -0.8256
C -4.0872 -0.2081 0.6006
C -3.2285 1.4354 -1.1583
C -5.6200 0.9579 -1.0374
C -6.1787 1.7913 -0.0653
C -7.4164 2.3873 -0.2503
C -8.1369 2.1654 -1.4174
C -7.5996 1.3380 -2.3900
C -6.3568 0.7432 -2.2008
H -3.0725 -1.3408 -1.5283
H -3.9125 -0.4967 -2.8330
H -4.8103 -1.5546 -1.7168
H -3.1239 -0.6983 0.7303
H -4.8680 -0.9504 0.7821
H -4.1676 0.5682 1.3623
H -3.3035 1.8197 -2.1745
H -5.6385 1.9809 0.8531
H -7.8199 3.0310 0.5224
H -9.1066 2.6260 -1.5606
H -8.1510 1.1432 -3.3024
H -5.9685 0.1023 -2.9814
Cl -2.5145 -2.7288 1.9682
Ge -0.4122 -3.4090 1.6494
Cl 2.1383 -0.0009 -0.7057
Cl -0.6927 -5.5714 2.3689
```

Results
Energy above the lowest of the compared OMol25 structures with the same formula, charge and spin = 1.164 eV
Gap between HOMO and LUMO (alpha / beta) = 6.400 / 6.626 eV
<S²> = 8.8057
Spin multiplicity = 6
E_LUMO (alpha / beta) = 1.9 / 1.9 eV
Total charge = -1

Mulliken atomic charge list, values in e, 6 entries: number 1, Mn, carries -0.307; number 2, N, carries -0.591; number 3, C, carries 1.129; number 4, C, carries -0.881; number 5, C, carries -0.625; number 6, C, carries -0.295